Record 1
Below is a 2-piece molecular cluster, C3H10N2O2 overall in a non-equilibrium geometry, with properties calculated with ωB97M-V/def2-TZVPD.

Element x y z (Å)
H -1.86114 -1.68645 0.97301
H 0.29461 1.20779 -2.41131
O 0.90681 -0.88690 2.21628
N -0.21325 0.10990 0.46186
H -1.33324 1.68666 -2.22193
O 2.66340 0.51249 0.31101
C -0.44289 1.43164 -1.65261
H -0.00483 2.18334 -1.00150
H 2.27146 -0.21903 0.81670
H -1.86398 0.17584 -0.69393
H -0.86408 -2.45353 2.16100
H 0.40622 0.88275 0.67093
H 2.65912 0.02943 -0.53347
H -0.54574 -0.77025 -1.44775
C -0.79034 0.13289 -0.88905
C -0.12677 -0.72117 1.56959
N -1.15536 -1.61540 1.67117

The HOMO energy is -9.38 eV. As for the max |F|: 3.651 eV Å⁻¹. The energy above the lowest of the compared OMol25 structures with the same formula, charge and spin is 22.99 kcal/mol. The structure (SMILES) is CCNC(N)=O.O. The total charge is 0. The calculation puts the LUMO energy at 0.6 eV.



Record 2
Below is a 2-piece molecular cluster, C3H10N2O2 overall in a non-equilibrium geometry, with properties calculated with ωB97M-V/def2-TZVPD.

Element x y z (Å)
H 1.24621 -1.71729 1.86193
C -0.55201 0.52065 -0.91572
H 1.81363 -3.09145 0.83939
H -0.38606 -0.85237 -2.45775
N -0.70823 0.05537 -2.20239
N 0.24166 -0.23235 -0.10065
H -0.62707 2.37405 1.90357
H 2.39756 -1.38379 0.59336
H -0.45729 -2.19505 0.34520
C 1.56671 -2.04039 0.86851
O -0.08141 1.68126 2.34172
H -0.90761 0.63832 -3.00021
H 0.14710 0.12372 0.84711
C 0.41454 -1.67022 -0.06412
H 0.50433 2.18285 2.89792
H 0.61146 -1.99904 -1.08591
O -1.11359 1.53764 -0.55941

The HOMO energy is -9.35 eV. As for the max |F|: 1.668 eV Å⁻¹. The energy above the lowest of the compared OMol25 structures with the same formula, charge and spin is 8.32 kcal/mol. The structure (SMILES) is CCNC(N)=O.O. The total charge is 0. The calculation puts the LUMO energy at 0.9 eV.



Record 3
Below is a 2-piece molecular cluster, C3H10N2O2 overall in a non-equilibrium geometry, with properties calculated with ωB97M-V/def2-TZVPD.

Element x y z (Å)
C -0.02959 0.26871 -0.04922
H 1.03560 0.74617 1.62362
H 0.72170 -1.08788 1.46066
H -0.68061 2.02838 -1.30809
H 1.88639 -1.23246 -0.20200
N -0.68345 -0.66725 -0.74762
H -1.09025 1.75355 1.32260
H 0.90564 2.07114 -0.62657
C 0.95196 -0.14503 1.02255
N -1.23115 -1.93287 -0.17585
H -1.48041 -1.76743 0.82615
O -1.45942 0.90839 1.12878
H 0.61112 0.97558 -1.98731
H -0.56770 -2.69457 -0.23643
C 0.19098 1.41040 -1.05659
H -1.29987 -0.15559 -1.34746
O 2.21906 -0.47923 0.35277

The HOMO energy is -9.33 eV. As for the max |F|: 3.250 eV Å⁻¹. The energy above the lowest of the compared OMol25 structures with the same formula, charge and spin is 99.72 kcal/mol. The total charge is 0. The calculation puts the LUMO energy at 0.7 eV.



Record 4
Below is a 2-piece molecular cluster, C3H10N2O2 overall in a non-equilibrium geometry, with properties calculated with ωB97M-V/def2-TZVPD.

Element x y z (Å)
H -2.43470 0.52887 -1.11582
H -2.32508 1.26325 0.29437
N -1.76175 0.99640 -0.51246
C -0.65393 0.07438 -0.13944
H 1.01274 -3.37764 0.23962
H -0.03390 -0.66890 1.87677
H -1.12358 -0.91637 -0.25078
H 1.46988 -1.99616 0.44999
O 1.69852 -2.89711 0.72100
N 0.93111 1.58101 -1.16949
H 1.82807 1.84135 -1.53474
C 0.55307 0.30329 -1.01779
O 1.14670 -0.67456 -1.45617
H 0.28819 2.33928 -0.99438
H 0.73657 0.55023 1.39519
H -1.00832 0.84211 1.89292
C -0.32359 0.21058 1.32122

The HOMO energy is -9.77 eV. As for the max |F|: 2.888 eV Å⁻¹. The energy above the lowest of the compared OMol25 structures with the same formula, charge and spin is 25.91 kcal/mol. The structure (SMILES) is C[C@@H](N)C(N)=O.O. The total charge is 0. The calculation puts the LUMO energy at 0.8 eV.



Record 5
Below is a 2-piece molecular cluster, C3H10N2O2 overall in a non-equilibrium geometry, with properties calculated with ωB97M-V/def2-TZVPD.

Element x y z (Å)
H -0.88816 -0.94716 2.53731
H -0.43431 -0.40693 -2.09667
C 0.13198 -0.52766 -1.12315
N -0.57776 -1.49341 -0.06714
H -2.39959 -2.09654 1.03179
O -0.19010 4.34172 -0.41548
H -0.59372 3.88763 0.23866
C 1.71168 -0.76217 -1.11065
H -0.55015 -2.48531 -0.60472
C -1.82092 -1.18174 0.80090
H -2.44957 -0.43399 0.18065
O 2.32204 -1.13047 -0.03205
H 0.15421 0.38286 -0.59962
N -1.23246 -0.26502 1.86084
H -0.33096 0.05596 1.28101
H 2.17348 -0.82720 -2.04062
H 0.79835 4.31914 -0.30607

The HOMO energy is -8.95 eV. As for the max |F|: 7.051 eV Å⁻¹. The energy above the lowest of the compared OMol25 structures with the same formula, charge and spin is 110.97 kcal/mol. The structure (SMILES) is NCNCC=O.O. The total charge is 0. The calculation puts the LUMO energy at 0.2 eV.



Record 6
Below is a 2-piece molecular cluster, C3H10N2O2 overall in a non-equilibrium geometry, with properties calculated with ωB97M-V/def2-TZVPD.

Element x y z (Å)
H 1.21118 0.55182 -1.09967
H 1.93750 3.09510 -0.43184
C 0.73916 1.36006 -0.46782
H -0.08355 2.05022 -0.86638
C 0.02740 -1.35120 1.94916
H 2.62400 1.61014 -0.46120
C 0.14440 -0.78517 0.52368
H 0.58375 -2.26048 2.08001
N 0.11473 0.57040 0.60583
N 1.92466 2.15937 0.01197
H 0.48679 -0.62975 2.59168
H -1.81465 -0.30978 -1.57134
O -2.74334 -0.54848 -1.93607
O 0.20299 -1.57116 -0.40971
H -0.98224 -1.40282 2.18997
H -0.32217 1.10538 1.38997
H -3.05928 -1.30314 -1.40972

The HOMO energy is -9.84 eV. As for the max |F|: 3.512 eV Å⁻¹. The energy above the lowest of the compared OMol25 structures with the same formula, charge and spin is 41.99 kcal/mol. The structure (SMILES) is CC(=O)NCN.O. The total charge is 0. The calculation puts the LUMO energy at 0.6 eV.



Record 7
Below is a 2-piece molecular cluster, C3H10N2O2 overall, with properties calculated with ωB97M-V/def2-TZVPD.

Element x y z (Å)
C -1.12784 0.46990 1.75469
O 1.36200 -0.97521 -2.12957
H -0.52876 0.28354 3.72819
N -1.09325 0.18229 -0.71030
H -1.16597 -0.45869 -1.49254
H -0.26765 1.13564 1.60578
H -1.72919 -0.73314 3.30417
H 2.98285 0.24764 -2.13018
H -2.02198 1.10934 1.80891
C 1.95655 0.01970 -1.81974
H -2.15258 -1.08632 0.63280
C -1.22956 -0.49149 0.58402
O 1.48091 0.98977 -1.04750
H -1.91424 0.76025 -0.88370
H -0.37698 -1.16035 0.70139
N -0.88347 -0.28552 2.97469
H 0.52859 0.74723 -0.82692

The HOMO energy is -9.59 eV. As for the max |F|: 0.998 eV Å⁻¹. The energy above the lowest of the compared OMol25 structures with the same formula, charge and spin is 19.78 kcal/mol. The structure (SMILES) is NCCN.O=CO. The total charge is 0. The calculation puts the LUMO energy at 0.9 eV.



Record 8
Below is a 2-piece molecular cluster, C3H10N2O2 overall in a non-equilibrium geometry, with properties calculated with ωB97M-V/def2-TZVPD.

Element x y z (Å)
C 0.47564 -1.72708 0.27903
H -1.94527 0.46660 -0.11514
H -3.42004 0.12137 -0.39004
H -0.59788 -0.57703 1.71711
C 0.67968 0.65512 -0.67997
O -2.84894 0.69811 0.12338
H 1.12207 -2.58716 0.21871
O 0.13197 1.25620 -1.59006
H 1.10654 2.26372 0.55613
N 0.76760 -0.72462 -0.73155
H 1.50078 0.76635 1.21703
H -0.47973 -2.18411 -0.00919
H 1.11953 -0.73317 2.10143
N 1.18238 1.27550 0.41437
H 0.42177 -0.98594 -1.64231
H 0.11675 -2.11113 2.36531
C 0.25613 -1.26027 1.71176

The HOMO energy is -9.47 eV. As for the max |F|: 1.447 eV Å⁻¹. The energy above the lowest of the compared OMol25 structures with the same formula, charge and spin is 16.04 kcal/mol. The structure (SMILES) is CCNC(N)=O.O. The total charge is 0. The calculation puts the LUMO energy at 0.7 eV.



Record 9
Below is a 2-piece molecular cluster, C3H10N2O2S overall in a non-equilibrium geometry, with properties calculated with ωB97M-V/def2-TZVPD.

Element x y z (Å)
H -2.39216 0.11923 -0.60712
C 1.80328 -0.97090 -1.21172
C -0.81841 -0.64618 1.31086
O 2.16788 -1.72168 -2.07918
H -1.95309 3.26278 -0.86065
H -2.80914 2.73216 0.32818
H -1.11101 -1.47878 2.00230
H 0.95166 0.35005 1.12218
H 1.18010 -1.19232 1.94410
C 0.69456 -0.71591 1.09385
H 1.79906 0.90634 -0.42300
S -1.76120 -0.97326 -0.23783
O -2.66961 2.66005 -0.63984
N 1.18732 -1.46461 -0.05489
H -1.15536 0.26957 1.82407
H 1.01074 -2.45303 -0.08518
N 1.86750 0.41814 -1.28496
H 2.00788 0.89836 -2.14117

The HOMO energy is -8.99 eV. As for the max |F|: 1.783 eV Å⁻¹. The energy above the lowest of the compared OMol25 structures with the same formula, charge and spin is 25.26 kcal/mol. The structure (SMILES) is NC(=O)NCCS.O. The total charge is 0. The calculation puts the LUMO energy at 0.3 eV.



Record 10
Below is a 4-piece molecular cluster, C3H10N2O3 overall in a non-equilibrium geometry, with properties calculated with ωB97M-V/def2-TZVPD.

Element x y z (Å)
O 0.61649 -1.60773 1.85837
H 0.23124 0.98571 0.81426
C -1.38359 0.78644 -0.56980
C -0.22515 1.25847 -2.30236
N -0.13285 1.00024 -0.13892
H 1.50182 0.12138 2.58721
H -0.60506 -3.10152 -1.02762
H 2.00136 1.61994 2.60104
H 1.69006 1.45609 -1.12399
H -0.08466 -1.29214 1.27231
H -2.27730 0.59238 0.00372
C 0.62814 1.33716 -1.24072
H -0.05541 1.42803 -3.35240
N -1.49367 0.91376 -1.88062
H -1.18623 -1.64688 -1.17083
O -0.95327 -2.34192 -0.54747
H 0.45060 -2.55134 1.84898
O 1.27748 1.04193 2.36884

The HOMO energy is -8.82 eV. As for the max |F|: 1.353 eV Å⁻¹. The energy above the lowest of the compared OMol25 structures with the same formula, charge and spin is 12.13 kcal/mol. The structure (SMILES) is c1c[nH]cn1.O.O.O. The total charge is 0. The calculation puts the LUMO energy at 0.6 eV.



Record 11
Below is a 2-piece molecular cluster, C3H10N2O3 overall, with properties calculated with ωB97M-V/def2-TZVPD.

Element x y z (Å)
H -1.18169 -1.51253 -2.18768
C 0.05758 1.91946 0.69156
O -1.65804 -1.28040 0.11018
H 0.61859 -0.07563 0.02204
H 1.09238 1.81641 1.03374
H -0.61536 1.64769 1.50833
H 1.36683 -1.88845 -0.18896
C -0.22686 1.04914 -0.52363
C -0.60829 -1.03409 -0.44492
H -0.10095 2.97742 0.45942
H -0.26346 -2.08724 1.79338
H 0.56908 -0.74583 2.20908
N 0.74324 -1.25226 0.30625
O 0.65413 1.43377 -1.58320
H 0.52597 0.80074 -2.30037
N 0.62941 -1.60948 1.68015
O -0.32814 -1.32939 -1.77061
H -1.27443 1.17067 -0.81476

The HOMO energy is -7.99 eV. As for the max |F|: 0.383 eV Å⁻¹. The energy above the lowest of the compared OMol25 structures with the same formula, charge and spin is 109.53 kcal/mol. The total charge is 0. The calculation puts the LUMO energy at 0.6 eV.



Record 12
Below is a 2-piece molecular cluster, C3H10N2O3 overall in a non-equilibrium geometry, with properties calculated with ωB97M-V/def2-TZVPD.

Element x y z (Å)
H -1.77751 1.75146 -1.28918
C 0.98930 0.24132 -0.20696
H 0.48286 0.39563 -2.01949
H 1.21627 -2.16455 1.24281
O 0.63883 -0.35252 -1.42748
C -2.08678 0.92813 -0.63275
H -1.91072 -0.02519 -1.15661
N 0.83030 1.61606 -0.30480
H -0.49857 -2.14916 1.73823
H -0.06014 -2.30066 0.01420
C 0.20344 -1.83939 0.96376
O 2.32578 -0.15002 0.17300
H 0.21757 0.09456 1.70477
H -3.17806 0.95764 -0.45270
H 2.91715 0.38173 -0.37314
H 1.03629 2.04588 0.59538
N 0.14762 -0.40152 0.82615
O -1.49363 0.97060 0.60483

The HOMO energy (spin up / spin down) is -8.74 / -9.18 eV. As for the max |F|: 3.637 eV Å⁻¹. The energy above the lowest of the compared OMol25 structures with the same formula, charge and spin is 129.79 kcal/mol. The total charge is 0. The calculation puts the LUMO energy (spin up / spin down) at -1.3 / -0.2 eV.



Among the records above, which one has the lowest max |F|?
number 11



max |F| of number 4 (C3H10N2O2)?
2.888 eV Å⁻¹